79
Properties=species:S:1:pos:R:3 method="wB97M-V/def2-TZVPD" gap_ev="7.537 / 4.572" multiplicity=5 s_squared=6.041 energy_ha=-4927.1036 total_charge=+4
Pd -0.48925 -0.03893 -1.45745
Se -0.21614 0.31990 -3.90914
S -0.23441 -0.05937 2.80844
P -2.66719 -0.16384 -0.89219
P 0.22380 -2.30587 -0.58734
P 0.04403 2.27502 -0.67862
N -1.20266 0.32798 5.28004
N 1.07545 -0.17675 5.12442
C 2.49106 -0.05919 -4.87323
C 2.45359 0.08003 0.10782
C 1.86933 -3.12041 -0.56237
C -1.40734 -0.42601 6.51906
C 1.19124 0.23177 -5.27530
C 0.93916 0.46222 -6.64594
C -0.61777 2.95563 0.89166
C -0.39027 -3.03031 0.99185
C 2.23563 -0.57627 4.32539
C 3.27673 0.12438 -7.14973
C -2.44593 0.79534 4.63367
C -0.84040 3.26564 -1.94442
C -3.41125 1.27210 -0.09079
C 1.32534 0.49079 6.39611
C 2.58070 0.06843 -1.22019
C -3.39974 -0.27715 -2.55118
C -0.60138 -3.35031 -1.85740
C -0.11597 0.02634 4.48474
C -3.29901 -1.57690 0.03220
C 3.53949 -0.11852 -5.79166
C 1.64906 3.15415 -0.69393
C 1.97086 0.41061 -7.57825
H -2.98402 -1.14360 -3.08432
H -2.95408 -2.53474 -0.36479
H 1.98537 -1.48038 3.78135
H 0.11162 -2.54083 1.83685
H 2.51118 0.21025 3.61648
H 3.06524 -0.76093 5.02724
H -1.92025 3.24670 -1.78080
H 2.66036 -0.86216 -1.79300
H -2.19216 1.61249 3.95813
H 2.33168 -3.05382 0.42874
H -2.92844 -0.01024 4.07925
H 2.34592 2.78248 -1.44479
H 1.19947 -0.19866 7.23815
H -3.14528 0.62562 -3.12370
H 1.78785 0.59100 -8.64390
H 1.69432 -4.17957 -0.78884
H -1.46670 -2.91774 1.13079
H -0.13429 -4.09588 0.96854
H 1.40629 4.19816 -0.92797
H -0.32394 2.30751 1.73197
H 2.58595 0.96407 -1.84156
H -4.39113 -1.53778 -0.03989
H 4.54551 -0.34824 -5.44768
H -0.34596 -2.95439 -2.84464
H -4.49645 1.13043 -0.12595
H -3.08539 1.31842 0.95234
H -0.07356 0.68323 -6.98426
H 2.12361 3.11963 0.29198
H -1.20687 0.22009 7.39275
H 2.67921 -0.23631 -3.81004
H -0.61205 2.85371 -2.93405
H -0.47503 4.29413 -1.87077
H -3.15820 2.21074 -0.58898
H 4.10435 0.08822 -7.86408
H -2.46145 -0.73523 6.57450
H -4.48496 -0.37768 -2.45163
H -0.18946 3.95844 1.03756
H -3.09378 1.14472 5.44121
H -2.99911 -1.48431 1.07971
H -0.76994 -1.32660 6.57241
H 0.68259 1.35477 6.54265
H 2.38349 -0.82691 0.69798
H 2.37245 0.82809 6.41707
H 2.56093 -2.71598 -1.30082
H -1.70891 3.03303 0.86485
H 2.33986 1.00847 0.67955
H -0.22955 -4.37471 -1.76749
H 0.51472 -0.72599 -2.61595
H -1.68785 -3.34223 -1.73842


79
Properties=species:S:1:pos:R:3 method="wB97M-V/def2-TZVPD" gap_ev="5.439 / 5.645" multiplicity=5 s_squared=6.008 energy_ha=-3405.0547 total_charge=+3
Pm 0.64503 0.32082 -0.01010
S 3.99368 1.30541 -1.27710
S -0.75014 0.67548 2.36202
P -1.86672 -0.20134 -1.32913
P 1.27507 -1.50005 -2.26033
P 0.52123 -2.46214 1.11689
N -2.99079 1.79965 3.34190
N -3.31306 -0.34874 2.49599
C -4.29208 2.37844 2.89552
C 1.27229 2.94331 0.24476
C -2.01820 0.46396 -3.03551
C 6.77696 1.57602 -1.18764
C 7.96649 3.36247 -2.33845
C -4.97601 3.11413 4.02425
C -2.58022 -1.88035 -1.60831
C -5.49554 -1.48791 2.93380
C -3.34544 0.61560 -0.60990
C 2.00916 -2.64877 2.19083
C 0.53997 -2.83626 -3.29802
C 7.97740 2.15735 -1.62175
C 5.54153 3.44029 -2.13196
C 5.53285 2.18189 -1.49169
C -0.78353 -2.78453 2.36519
C 0.49719 -4.10387 0.28738
C -2.45320 0.69460 2.77186
C 6.74248 4.01984 -2.55764
C 1.65239 -0.25943 -3.58023
C -4.30853 -0.75639 3.54407
C 2.97030 -2.19956 -1.99960
C 0.11766 2.96832 -0.50296
H 0.80546 -0.20538 -4.27819
H -1.83859 -2.55664 -2.05577
H -0.38480 -2.47961 -3.77211
H 3.42539 -1.78203 -1.08691
H 0.62347 -4.90058 1.03525
H 3.58451 -1.93931 -2.87703
H -2.29915 2.49422 3.64254
H -1.23665 0.05917 -3.69018
H 2.54576 -0.62564 -4.10639
H -6.18230 -1.74303 3.75071
H 1.24752 -3.13384 -4.09001
H -0.93820 -1.88977 2.98534
H 2.02140 -1.85095 2.94497
H 4.59310 3.92507 -2.34376
H -3.00840 0.20171 -3.43580
H 6.71932 4.98063 -3.07354
H -6.02407 3.29711 3.76900
H 1.32903 2.65389 1.30355
H 8.89974 3.79564 -2.71204
H -4.62712 0.15181 4.07229
H 2.89226 -3.29075 -1.89798
H -4.92688 2.53672 4.95229
H -4.90556 1.56474 2.50149
H -3.80677 -1.41004 4.28607
H -2.85123 -1.14404 2.04123
H 1.87038 0.73363 -3.15438
H -1.91664 1.55511 -2.99355
H -0.47812 -3.61876 3.00942
H 1.30816 -4.17253 -0.44810
H -0.46699 -4.24866 -0.22017
H 8.93342 1.67295 -1.40817
H -6.04342 -0.86407 2.21168
H 0.19552 3.10932 -1.58751
H 6.78399 0.62889 -0.65769
H -1.72785 -3.04914 1.86877
H 0.31420 -3.71596 -2.67805
H -5.20105 -2.43354 2.45796
H -3.20367 1.70307 -0.63471
H -4.09495 3.07387 2.06802
H 2.01244 -3.62450 2.69504
H -0.91076 3.00412 -0.10836
H -4.52372 4.09579 4.18556
H 2.20499 3.42267 -0.12511
H 3.60775 1.46061 0.05320
H -3.49048 0.30929 0.43437
H 2.90740 -2.56036 1.56722
H -3.44467 -1.78095 -2.28313
H -2.91674 -2.30863 -0.65439
H -4.23466 0.35048 -1.19705


Copy entry 2 word for word.
79
Properties=species:S:1:pos:R:3 method="wB97M-V/def2-TZVPD" gap_ev="5.439 / 5.645" multiplicity=5 s_squared=6.008 energy_ha=-3405.0547 total_charge=+3
Pm 0.64503 0.32082 -0.01010
S 3.99368 1.30541 -1.27710
S -0.75014 0.67548 2.36202
P -1.86672 -0.20134 -1.32913
P 1.27507 -1.50005 -2.26033
P 0.52123 -2.46214 1.11689
N -2.99079 1.79965 3.34190
N -3.31306 -0.34874 2.49599
C -4.29208 2.37844 2.89552
C 1.27229 2.94331 0.24476
C -2.01820 0.46396 -3.03551
C 6.77696 1.57602 -1.18764
C 7.96649 3.36247 -2.33845
C -4.97601 3.11413 4.02425
C -2.58022 -1.88035 -1.60831
C -5.49554 -1.48791 2.93380
C -3.34544 0.61560 -0.60990
C 2.00916 -2.64877 2.19083
C 0.53997 -2.83626 -3.29802
C 7.97740 2.15735 -1.62175
C 5.54153 3.44029 -2.13196
C 5.53285 2.18189 -1.49169
C -0.78353 -2.78453 2.36519
C 0.49719 -4.10387 0.28738
C -2.45320 0.69460 2.77186
C 6.74248 4.01984 -2.55764
C 1.65239 -0.25943 -3.58023
C -4.30853 -0.75639 3.54407
C 2.97030 -2.19956 -1.99960
C 0.11766 2.96832 -0.50296
H 0.80546 -0.20538 -4.27819
H -1.83859 -2.55664 -2.05577
H -0.38480 -2.47961 -3.77211
H 3.42539 -1.78203 -1.08691
H 0.62347 -4.90058 1.03525
H 3.58451 -1.93931 -2.87703
H -2.29915 2.49422 3.64254
H -1.23665 0.05917 -3.69018
H 2.54576 -0.62564 -4.10639
H -6.18230 -1.74303 3.75071
H 1.24752 -3.13384 -4.09001
H -0.93820 -1.88977 2.98534
H 2.02140 -1.85095 2.94497
H 4.59310 3.92507 -2.34376
H -3.00840 0.20171 -3.43580
H 6.71932 4.98063 -3.07354
H -6.02407 3.29711 3.76900
H 1.32903 2.65389 1.30355
H 8.89974 3.79564 -2.71204
H -4.62712 0.15181 4.07229
H 2.89226 -3.29075 -1.89798
H -4.92688 2.53672 4.95229
H -4.90556 1.56474 2.50149
H -3.80677 -1.41004 4.28607
H -2.85123 -1.14404 2.04123
H 1.87038 0.73363 -3.15438
H -1.91664 1.55511 -2.99355
H -0.47812 -3.61876 3.00942
H 1.30816 -4.17253 -0.44810
H -0.46699 -4.24866 -0.22017
H 8.93342 1.67295 -1.40817
H -6.04342 -0.86407 2.21168
H 0.19552 3.10932 -1.58751
H 6.78399 0.62889 -0.65769
H -1.72785 -3.04914 1.86877
H 0.31420 -3.71596 -2.67805
H -5.20105 -2.43354 2.45796
H -3.20367 1.70307 -0.63471
H -4.09495 3.07387 2.06802
H 2.01244 -3.62450 2.69504
H -0.91076 3.00412 -0.10836
H -4.52372 4.09579 4.18556
H 2.20499 3.42267 -0.12511
H 3.60775 1.46061 0.05320
H -3.49048 0.30929 0.43437
H 2.90740 -2.56036 1.56722
H -3.44467 -1.78095 -2.28313
H -2.91674 -2.30863 -0.65439
H -4.23466 0.35048 -1.19705